--- i ---
15
Properties=species:S:1:pos:R:3 method="wB97M-V/def2-TZVPD" homo_lumo_gap_ev=10.368 multiplicity=1 total_charge=+1
N 2.1465 0.7609 0.0618
H -1.8039 1.2160 -1.1642
H -1.2063 -2.2662 0.7285
H 2.4217 0.3301 0.9248
C 0.8434 1.1753 -0.1244
H -2.1539 0.6613 0.5592
H 0.7100 1.7704 -1.0268
C -1.8324 0.4040 -0.4407
H -1.0364 -0.8451 1.9067
S -0.2592 -0.4774 -0.4177
H 2.8855 1.1266 -0.5107
H 0.3212 1.5687 0.7534
C -0.5790 -1.4784 1.1442
H -2.5604 -0.2864 -0.8787
H 0.3824 -1.8736 1.4542

--- ii ---
15
Properties=species:S:1:pos:R:3 method="wB97M-V/def2-TZVPD" homo_lumo_gap_ev=7.084 multiplicity=1 total_charge=+1
H 1.3143 -1.0211 2.4428
S 1.7804 0.7401 0.8940
H -0.1954 -0.7140 -3.4423
H -1.2199 -0.1867 0.9332
H 0.7756 1.2229 -2.7663
H -1.2670 -0.8011 -2.0914
C -0.6633 -0.3083 1.8588
C 0.7757 -0.6936 1.5638
H -1.0599 -1.0460 2.5507
H 0.7914 -1.3641 0.7099
H -0.7222 0.6352 2.4084
H 0.8348 1.6691 1.0810
N -0.5402 -0.2814 -2.5800
H -0.5440 1.3155 -1.3634
C -0.0604 0.8337 -2.1993

How do the energies compare? Relative to the most stable structure, in kcal/mol: i 0.0; ii 11.8.

--- i ---
11
Properties=species:S:1:pos:R:3 method="wB97M-V/def2-TZVPD" homo_lumo_gap_ev="11.597 / 6.002" multiplicity=2 s2=0.754 total_charge=+1
H -1.0787 0.0223 -1.0632
C 0.2467 0.5704 0.4929
H 1.7312 -0.7550 -0.8277
H -0.4982 2.0598 1.6455
C -0.2778 -0.4878 -0.5059
O 1.4210 0.6656 0.7147
H -0.7290 -1.3432 0.0273
N -0.7642 1.2756 1.0734
N 0.8108 -0.9003 -1.2690
H 0.7482 -1.8746 -1.5673
H -1.6099 0.7672 1.2792

--- ii ---
11
Properties=species:S:1:pos:R:3 method="wB97M-V/def2-TZVPD" homo_lumo_gap_ev="11.920 / 5.695" multiplicity=2 s2=0.756 total_charge=+1
C 0.5379 0.3064 0.7825
H -1.0865 -1.6046 -0.4146
C -0.6202 0.5146 -0.1947
H 2.4388 -0.0966 0.8764
H -0.1864 0.8829 -1.1400
N 1.6807 -0.1109 0.2024
N -1.4290 -0.6480 -0.3522
H -1.3509 1.3192 0.0566
H 1.7174 -0.5839 -0.6841
H -2.0653 -0.3799 -1.1040
O 0.3636 0.4008 1.9719

--- iii ---
11
Properties=species:S:1:pos:R:3 method="wB97M-V/def2-TZVPD" homo_lumo_gap_ev="12.317 / 4.380" multiplicity=2 s2=0.761 total_charge=+1
H -1.2824 1.1911 1.2685
C -0.5961 1.2802 -0.7055
C 1.4445 -1.1833 0.0938
H 1.6306 -0.4506 0.8919
H -2.4222 1.1469 -0.0914
O 0.6186 1.3665 -0.5614
H 0.3581 -2.2827 1.1060
H -1.0803 0.9677 -1.6430
H 1.9958 -0.9604 -0.8331
N 0.8294 -2.2744 0.1864
N -1.4959 1.1990 0.2876

How do the energies compare? Relative to the most stable structure, in kcal/mol: i 0.0; ii 9.3; iii 43.4.

--- i ---
9
Properties=species:S:1:pos:R:3 method="wB97M-V/def2-TZVPD" homo_lumo_gap_ev=11.351 multiplicity=1 total_charge=0 smiles="NS(N)(=O)=O"
O 1.6654 0.3673 0.6055
H -0.2400 2.1070 0.3444
O -0.4106 -0.6592 1.6113
N 0.0084 -1.1189 -0.7848
H -1.5261 1.1219 -0.0830
S 0.2853 -0.0682 0.4740
H 0.6500 -0.9333 -1.5533
H 0.0891 -2.0750 -0.4556
N -0.5215 1.2584 -0.1585

--- ii ---
9
Properties=species:S:1:pos:R:3 method="wB97M-V/def2-TZVPD" homo_lumo_gap_ev="7.639 / 7.638" multiplicity=1 total_charge=0
N 0.9243 0.2460 0.9255
O -1.1112 1.1290 0.0648
H -2.0887 1.0329 -0.2625
N 1.9747 -0.4048 0.9794
H 0.8725 1.0450 1.5535
H -1.5422 -0.7993 -2.4724
O -1.6369 -0.4917 -1.5634
S -0.3430 -0.2091 -0.4456
H 1.8622 -1.3252 0.3365

How do the energies compare? Relative to the most stable structure, in kcal/mol: i 0.0; ii 86.8.

--- i ---
9
Properties=species:S:1:pos:R:3 method="wB97M-V/def2-TZVPD" homo_lumo_gap_ev=9.400 multiplicity=1 total_charge=0
N 1.6139 0.0400 -0.6087
O -1.9727 1.1115 0.1394
O -1.4561 -1.4810 0.4034
N 0.4446 0.3108 0.2557
H -1.3096 1.6813 0.5267
H -0.5901 -1.7315 0.6917
S -1.0339 -0.0397 -0.5645
H 2.0983 -0.7862 -0.3220
H 2.2057 0.8948 -0.5217

--- ii ---
9
Properties=species:S:1:pos:R:3 method="wB97M-V/def2-TZVPD" homo_lumo_gap_ev="8.554 / 9.281" multiplicity=1 total_charge=0
H -1.8608 -0.3187 -1.1115
H -0.6828 -0.2126 -2.3628
O 0.1235 1.9947 0.9651
S 0.6375 0.8244 0.2552
O 1.9323 0.7353 -0.2676
H 0.9969 -1.1754 1.2162
N 0.3846 -0.4643 1.4592
H -0.5429 -0.7320 1.3813
N -0.9882 -0.6515 -1.5351

How do the energies compare? Relative to the most stable structure, in kcal/mol: i 0.0; ii 7.5.